{
  "formula": "C39H30ClF10IrN7O3S",
  "method": "wB97M-V/def2-TZVPD",
  "elements": ["Ir", "C", "N", "C", "C", "N", "C", "C", "F", "C", "F", "C", "F", "C", "F", "C", "F", "C", "C", "N", "C", "C", "F", "C", "F", "C", "F", "C", "F", "C", "F", "H", "H", "H", "H", "H", "H", "H", "H", "H", "H", "H", "N", "C", "S", "N", "N", "C", "C", "C", "C", "C", "C", "C", "C", "C", "C", "C", "C", "N", "H", "H", "H", "H", "H", "H", "H", "H", "H", "H", "H", "C", "C", "C", "C", "Cl", "C", "C", "C", "O", "C", "C", "O", "O", "H", "H", "H", "H", "H", "H", "H", "H"],
  "coordinates": [[-1.1371, 0.3812, 1.1254], [-0.5113, 1.3381, 4.0116], [-1.2639, 0.3341, 3.2396], [-0.7057, -1.0223, 3.5078], [0.6723, -1.0875, 2.8596], [0.6400, -0.3643, 1.5717], [1.8528, -0.3104, 0.8853], [2.9486, 0.3372, 1.4867], [2.7871, 0.9394, 2.6790], [4.1836, 0.4768, 0.8916], [5.1673, 1.1149, 1.5260], [4.3801, -0.0010, -0.3913], [5.5548, 0.1411, -0.9955], [3.3276, -0.6215, -1.0298], [3.5018, -1.1171, -2.2575], [2.0963, -0.7777, -0.4091], [1.1822, -1.4329, -1.1194], [-2.7147, 0.4966, 3.5176], [-3.2090, 1.7148, 2.7483], [-2.6817, 1.6651, 1.3887], [-2.8705, 2.7475, 0.5514], [-2.5674, 4.0706, 0.8920], [-2.0494, 4.3412, 2.1052], [-2.7248, 5.1267, 0.0146], [-2.4074, 6.3680, 0.3893], [-3.1770, 4.8866, -1.2698], [-3.3210, 5.8941, -2.1327], [-3.4833, 3.5924, -1.6518], [-3.9448, 3.3637, -2.8815], [-3.3408, 2.5505, -0.7539], [-3.6874, 1.3288, -1.1465], [-0.6225, 1.1287, 5.0796], [-0.9112, 2.3278, 3.8071], [0.5419, 1.3051, 3.7459], [-1.3719, -1.7380, 3.0339], [-0.6582, -1.2198, 4.5833], [0.9563, -2.1309, 2.6962], [1.4094, -0.6446, 3.5315], [-2.8928, 0.5731, 4.5940], [-3.2151, -0.4005, 3.1571], [-2.9091, 2.6253, 3.2803], [-4.3061, 1.7106, 2.7489], [-3.6338, -1.7506, -1.5103], [-2.3966, -1.6765, -0.8149], [-2.7267, -1.2463, 0.9391], [-1.5573, -0.7808, -1.5387], [-1.0479, 0.1925, -0.8821], [-0.4004, 1.1751, -1.5216], [-0.3678, 1.2674, -2.9988], [0.0497, 0.2105, -3.8066], [0.0627, 0.3460, -5.1863], [-0.3470, 1.5304, -5.7824], [-0.7697, 2.5867, -4.9886], [-0.7783, 2.4528, -3.6095], [0.2628, 2.1475, -0.6875], [1.1738, 3.0818, -1.2191], [1.7990, 3.9809, -0.3937], [1.5256, 3.9624, 0.9750], [0.6501, 3.0152, 1.4431], [0.0294, 2.1298, 0.6543], [-4.1980, -2.5295, -1.1978], [-3.4630, -1.8054, -2.5066], [0.3607, -0.7176, -3.3504], [0.3926, -0.4825, -5.8002], [-0.3417, 1.6282, -6.8604], [-1.1039, 3.5115, -5.4411], [-1.1184, 3.2767, -2.9924], [1.3800, 3.0603, -2.2783], [2.5067, 4.6905, -0.8024], [1.9848, 4.6578, 1.6616], [0.4149, 2.9663, 2.4944], [1.5591, -4.6138, -2.0119], [2.1991, -4.4636, -0.6563], [3.4829, -3.9238, -0.5917], [4.1582, -3.7925, 0.6065], [5.7573, -3.1030, 0.6215], [3.5799, -4.2165, 1.7896], [2.3048, -4.7474, 1.7443], [1.6082, -4.8596, 0.5459], [0.3605, -5.4231, 0.6874], [-0.7520, -4.9753, -0.0530], [-0.8630, -3.4654, -0.0720], [-1.8346, -3.0699, -0.8917], [-0.1292, -2.7494, 0.5439], [2.2704, -4.3187, -2.7820], [0.6771, -3.9848, -2.1407], [1.2725, -5.6492, -2.2049], [3.9635, -3.6020, -1.5071], [4.1139, -4.1258, 2.7253], [1.8092, -5.0789, 2.6475], [-1.6258, -5.3722, 0.4656], [-0.7720, -5.3573, -1.0746]],
  "lowdin_spin": [0.50, 0.00, 0.00, 0.00, 0.02, 0.19, 0.01, 0.02, 0.00, 0.00, 0.00, 0.02, 0.01, 0.00, 0.00, 0.02, 0.01, 0.00, 0.01, 0.06, 0.00, 0.01, 0.00, 0.00, 0.00, 0.01, 0.00, 0.00, 0.00, 0.01, 0.00, 0.00, 0.00, 0.00, 0.00, 0.00, 0.01, 0.00, 0.00, 0.00, 0.00, 0.00, 0.00, 0.00, 0.08, 0.01, 0.00, 0.00, 0.00, 0.00, 0.00, 0.00, 0.00, 0.00, 0.00, 0.00, 0.00, 0.00, 0.00, 0.01, 0.00, 0.00, 0.00, 0.00, 0.00, 0.00, 0.00, 0.00, 0.00, 0.00, 0.00, 0.00, 0.00, 0.00, 0.00, 0.00, 0.00, 0.00, 0.00, 0.00, 0.00, 0.00, 0.00, 0.00, 0.00, 0.00, 0.00, 0.00, 0.00, 0.00, 0.00, 0.00],
  "s_squared": 0.756,
  "spin_multiplicity": 2,
  "mol_weight_g_mol": 1094.4,
  "orbital_gap_ha": [0.2685, 0.2155],
  "e_lumo_ha": [-0.001, -0.053]
}


{
  "formula": "C39H30F4GeN4PPdSe",
  "method": "wB97M-V/def2-TZVPD",
  "elements": ["Pd", "C", "C", "C", "C", "C", "C", "P", "C", "C", "C", "C", "C", "C", "C", "C", "C", "C", "C", "C", "C", "C", "C", "C", "H", "H", "H", "H", "H", "H", "H", "H", "H", "H", "H", "H", "H", "H", "H", "H", "C", "Ge", "C", "C", "C", "Se", "C", "H", "H", "H", "H", "H", "H", "H", "H", "H", "H", "H", "H", "H", "H", "F", "C", "C", "F", "C", "C", "C", "F", "C", "C", "C", "N", "C", "N", "F", "C", "C", "N", "C", "N"],
  "coordinates": [[-1.2437, 0.9821, 0.9507], [-3.0244, -3.5936, 4.2106], [-1.6461, -3.7466, 4.3054], [-0.8053, -2.7936, 3.7551], [-1.3445, -1.6782, 3.1139], [-2.7242, -1.5316, 3.0124], [-3.5620, -2.4915, 3.5645], [-0.2897, -0.3768, 2.4358], [1.1745, -1.2016, 1.7766], [2.4297, -0.6041, 1.8679], [3.4978, -1.1402, 1.1642], [3.3122, -2.2513, 0.3511], [2.0630, -2.8507, 0.2561], [0.9986, -2.3305, 0.9774], [0.2497, 0.6876, 3.7866], [0.8473, 0.3376, 4.9645], [1.1942, 1.3532, 5.8837], [0.9332, 2.6669, 5.6045], [0.3073, 3.0550, 4.3937], [-0.0098, 4.3943, 4.0633], [-0.6381, 4.6725, 2.8838], [-0.9761, 3.6487, 1.9648], [-0.6748, 2.3465, 2.2450], [-0.0316, 2.0365, 3.4766], [-3.6795, -4.3449, 4.6330], [-1.2277, -4.6150, 4.7978], [0.2690, -2.9265, 3.8040], [-3.1384, -0.6724, 2.4945], [-4.6345, -2.3789, 3.4765], [2.5676, 0.2837, 2.4739], [4.4733, -0.6751, 1.2349], [4.1377, -2.6479, -0.2263], [1.9119, -3.6886, -0.4120], [0.0204, -2.7841, 0.8876], [1.0539, -0.6998, 5.1989], [1.6684, 1.0838, 6.8187], [1.1997, 3.4360, 6.3206], [0.2440, 5.1862, 4.7577], [-0.8895, 5.6962, 2.6352], [-1.4875, 3.9101, 1.0462], [2.0926, 2.3606, -4.2672], [2.4136, 0.8872, -3.0205], [3.8397, 1.3975, -1.7826], [2.8260, -0.7565, -3.9782], [0.7907, 0.5737, -1.9595], [0.0662, 2.1417, -1.0497], [-0.9725, 2.8827, -2.5197], [2.9515, 2.4806, -4.9292], [1.9457, 3.2978, -3.7283], [1.2128, 2.1663, -4.8817], [4.7410, 1.6884, -2.3239], [4.0816, 0.5588, -1.1290], [3.5193, 2.2364, -1.1625], [3.7660, -0.6636, -4.5237], [2.0291, -0.9850, -4.6888], [2.8967, -1.6009, -3.2912], [1.0055, -0.1504, -1.1690], [-0.0052, 0.1631, -2.5796], [-0.3292, 3.5030, -3.1370], [-1.7783, 3.4764, -2.0947], [-1.3989, 2.0747, -3.1067], [-3.2697, 0.5674, -4.6466], [-2.6646, -0.2743, -3.7895], [-1.8502, -1.2469, -4.3392], [-1.7162, -1.2436, -5.6736], [-1.1480, -2.1920, -3.5815], [-1.3708, -2.0460, -2.2137], [-2.1330, -1.0332, -1.6698], [-2.1281, -0.9577, -0.2955], [-2.8400, -0.0908, -2.4110], [-3.6179, 1.0036, -1.8303], [-3.6032, 1.2431, -0.4627], [-3.5537, 1.4626, 0.6848], [-4.2522, 2.0096, -2.5959], [-4.7530, 2.8813, -3.1673], [-0.8080, -2.9147, -1.3518], [-0.2540, -3.1886, -4.1327], [0.8328, -3.6795, -3.3882], [1.7362, -4.0571, -2.7642], [-0.3685, -3.6681, -5.4564], [-0.4581, -4.0612, -6.5416]],
  "lowdin_charge": [0.57, -0.08, -0.08, -0.09, -0.34, -0.08, -0.07, 1.02, -0.35, -0.08, -0.10, -0.07, -0.07, -0.10, -0.30, -0.06, -0.07, -0.03, -0.17, -0.04, -0.07, -0.12, -0.25, -0.20, 0.10, 0.10, 0.11, 0.08, 0.11, 0.11, 0.10, 0.11, 0.07, 0.10, 0.11, 0.10, 0.11, 0.11, 0.10, 0.09, -0.22, 0.75, -0.21, -0.20, -0.55, 0.93, -0.35, 0.02, 0.01, 0.02, 0.02, 0.00, 0.01, 0.02, 0.02, 0.00, 0.01, 0.00, 0.01, 0.02, 0.02, 0.09, -0.17, -0.16, 0.10, -0.08, -0.18, -0.16, 0.00, -0.09, -0.22, -0.27, 0.08, -0.28, 0.12, 0.08, -0.23, -0.26, 0.11, -0.27, 0.10],
  "mol_weight_g_mol": 919.7,
  "orbital_gap_ha": 0.1961,
  "e_lumo_ha": 0.054,
  "total_charge": -1
}


{
  "formula": "C39H30N3O4P2Se2W",
  "method": "wB97M-V/def2-TZVPD",
  "elements": ["W", "C", "C", "C", "C", "C", "H", "H", "H", "H", "H", "Se", "P", "C", "C", "C", "C", "C", "C", "C", "C", "C", "C", "C", "C", "C", "C", "N", "N", "N", "P", "Se", "C", "C", "C", "C", "C", "C", "C", "C", "C", "C", "C", "C", "H", "H", "H", "H", "H", "H", "H", "H", "H", "H", "H", "H", "H", "H", "H", "H", "H", "H", "H", "H", "O", "C", "O", "C", "C", "C", "C", "O", "C", "O", "C", "C", "H", "H", "H", "H", "H"],
  "coordinates": [[0.2348, -0.1849, 0.0738], [1.9109, -0.1353, 1.6837], [0.8420, 0.7205, 2.0838], [0.7811, 1.7919, 1.1546], [1.7903, 1.5781, 0.1860], [2.4928, 0.3882, 0.5114], [2.2241, -1.0289, 2.2005], [0.2541, 0.6274, 2.9836], [0.1349, 2.6527, 1.2250], [2.0029, 2.2108, -0.6605], [3.3352, -0.0189, -0.0249], [-1.5180, -2.2255, -5.6769], [-1.2037, -0.1493, -5.5688], [-2.6934, 0.8469, -5.8208], [-3.7212, 0.3366, -6.6089], [-4.8463, 1.1072, -6.8669], [-4.9499, 2.3877, -6.3374], [-3.9252, 2.9026, -5.5545], [-2.7961, 2.1373, -5.3019], [0.0038, 0.5093, -6.7421], [0.4091, -0.2918, -7.8018], [1.2630, 0.2201, -8.7713], [1.7104, 1.5274, -8.6834], [1.3061, 2.3319, -7.6233], [0.4549, 1.8268, -6.6583], [-0.5639, 0.3564, -3.9422], [-1.0954, 0.3667, -2.6727], [-0.0519, 0.6314, -1.8398], [1.0636, 0.7652, -2.5783], [0.7698, 0.6148, -3.8275], [-2.7020, 0.1823, -1.9065], [-2.2898, 0.0369, 0.2427], [-3.6496, 1.6748, -2.1959], [-2.9674, 2.8918, -2.1245], [-3.6580, 4.0793, -2.2788], [-5.0325, 4.0596, -2.4972], [-5.7138, 2.8551, -2.5523], [-5.0264, 1.6577, -2.3980], [-3.5883, -1.2497, -2.4774], [-3.5223, -2.4455, -1.7634], [-4.1934, -3.5618, -2.2361], [-4.9417, -3.4823, -3.4023], [-5.0103, -2.2928, -4.1124], [-4.3258, -1.1805, -3.6589], [-3.6328, -0.6682, -7.0045], [-5.6423, 0.7076, -7.4810], [-5.8282, 2.9866, -6.5386], [-4.0050, 3.8997, -5.1421], [-2.0057, 2.5445, -4.6818], [0.0629, -1.3160, -7.8582], [1.5791, -0.4090, -9.5925], [2.3776, 1.9237, -9.4373], [1.6609, 3.3510, -7.5480], [0.1608, 2.4601, -5.8309], [-1.8963, 2.9084, -1.9534], [-3.1291, 5.0213, -2.2262], [-5.5724, 4.9897, -2.6156], [-6.7834, 2.8395, -2.7101], [-5.5731, 0.7270, -2.4173], [-2.9481, -2.5042, -0.8476], [-4.1387, -4.4918, -1.6868], [-5.4713, -4.3541, -3.7631], [-5.5778, -2.2345, -5.0314], [-4.3662, -0.2664, -4.2306], [-0.0078, -2.0960, 0.9575], [0.0232, -2.6900, -0.1865], [0.1925, -1.9053, -1.1756], [-0.1635, -4.1206, -0.3308], [-0.2055, -4.6554, -1.6146], [-0.3993, -6.0241, -1.8077], [-0.5387, -6.7841, -0.6713], [-0.7337, -8.1183, -0.6041], [-0.8053, -8.4538, 0.7934], [-0.6721, -7.2333, 1.5304], [-0.5007, -6.2459, 0.6093], [-0.3186, -4.9131, 0.8258], [-0.0951, -3.9963, -2.4657], [-0.4362, -6.4629, -2.7935], [0.0195, -9.1209, 1.0398], [-1.7767, -8.8999, 0.9996], [-0.2920, -4.4830, 1.8160]],
  "lowdin_spin": [1.62, 0.00, 0.02, 0.03, 0.00, 0.03, 0.00, 0.01, 0.00, 0.00, 0.01, 0.00, 0.00, 0.00, 0.00, 0.00, 0.00, 0.00, 0.00, 0.00, 0.00, 0.00, 0.00, 0.00, 0.00, 0.01, 0.01, 0.01, 0.02, 0.00, 0.02, 0.07, 0.00, 0.00, 0.00, 0.00, 0.00, 0.00, 0.01, 0.00, 0.00, 0.00, 0.00, 0.00, 0.00, 0.00, 0.00, 0.00, 0.00, 0.00, 0.00, 0.00, 0.00, 0.00, 0.00, 0.00, 0.00, 0.00, 0.00, 0.00, 0.00, 0.00, 0.00, 0.00, 0.02, 0.03, 0.03, 0.00, 0.01, 0.00, 0.01, 0.00, 0.00, 0.00, 0.00, 0.00, 0.00, 0.00, 0.00, 0.00, 0.00],
  "s_squared": 2.014,
  "spin_multiplicity": 3,
  "mol_weight_g_mol": 1008.4,
  "orbital_gap_ha": [0.2789, 0.2326],
  "e_lumo_ha": [-0.096, -0.142],
  "total_charge": 1
}